Entry from the Open Molecules 2025 dataset: a single C22H33N3O3 molecule (ωB97M-V/def2-TZVPD).

Each line ends with the Löwdin charge.
Atoms and positions in Å:
C 3.0433 1.6036 -0.5456  -0.066
C 2.3945 2.4346 0.5585  -0.270
O 1.5914 3.5059 0.1051  -0.150
C 0.5594 3.1804 -0.8049  -0.223
C -0.4467 2.1675 -0.2578  -0.158
H 0.0882 1.2378 -0.0771  0.086
H -0.8397 2.5293 0.6941  0.117
C -1.5838 1.8856 -1.2579  -0.136
N -1.8379 0.4890 -1.5851  -0.055
C -0.8102 -0.1071 -2.3515  -0.492
O 0.3343 0.3138 -2.3303  0.069
N -1.1856 -1.1002 -3.1869  -0.060
C -0.1367 -1.7629 -3.9384  -0.201
H 0.7561 -1.7707 -3.3108  0.120
C 0.1712 -1.0489 -5.2520  -0.066
H 0.9593 -1.5747 -5.7844  0.071
H 0.5037 -0.0354 -5.0449  0.072
H -0.7098 -1.0062 -5.8892  0.065
H -0.4455 -2.7928 -4.1216  0.115
C -2.5474 -1.4646 -3.4969  -0.200
C -2.9041 -2.8715 -3.0021  -0.077
H -3.9785 -2.9659 -2.8667  0.072
H -2.4008 -3.0703 -2.0590  0.058
H -2.5852 -3.6283 -3.7143  0.066
H -3.2050 -0.7152 -3.0549  0.113
H -2.6769 -1.4173 -4.5850  0.116
C -2.4666 -0.3005 -0.5309  -0.094
C -1.5191 -0.5929 0.6024  -0.108
C -1.5336 0.0674 1.7808  0.027
C -0.4987 -0.0925 2.7518  -0.143
C -0.4703 0.6298 3.9506  0.011
C 0.5861 0.5065 4.8242  -0.271
C 1.6380 -0.3543 4.4906  0.002
C 1.6514 -1.0890 3.3241  -0.200
C 0.5630 -0.9621 2.4441  -0.146
N 0.4995 -1.6777 1.2779  0.196
C -0.4989 -1.6030 0.3360  -0.401
O -0.4957 -2.3635 -0.6188  0.070
H 1.2366 -2.3411 1.0747  0.151
C 2.7967 -1.9992 2.9919  -0.039
H 2.4607 -3.0334 2.9079  0.087
H 3.5535 -1.9516 3.7700  0.079
H 3.2593 -1.7091 2.0483  0.084
H 2.4700 -0.4426 5.1748  0.121
C 0.6398 1.2778 6.1072  -0.052
H -0.2683 1.8568 6.2515  0.074
H 0.7622 0.6022 6.9525  0.081
H 1.4889 1.9604 6.1008  0.083
H -1.2907 1.2958 4.1747  0.119
H -2.3187 0.7811 1.9919  0.131
H -3.3326 0.2609 -0.1687  0.132
H -2.7992 -1.2470 -0.9550  0.106
H -2.5273 2.2973 -0.8900  0.122
H -1.3508 2.3768 -2.2067  0.128
H 0.0680 4.1371 -1.0052  0.128
H 0.9740 2.7912 -1.7430  0.114
H 3.1668 2.9266 1.1580  0.118
H 1.8170 1.7774 1.2281  0.103
H 3.7416 0.9007 -0.0974  0.070
H 2.3005 1.0466 -1.1120  0.048
H 3.5889 2.2515 -1.2276  0.081

Forces on atoms 1 to 6 (eV/Å):
C -0.298 0.277 0.175
C 0.198 -0.151 0.106
O -0.017 0.145 -0.006
C -0.219 -0.071 0.023
C 0.317 0.181 -0.104
H -0.028 0.072 0.069

The gap between HOMO and LUMO comes out at 8.46 eV. The calculation puts the energy above the lowest of the compared OMol25 structures with the same formula, charge and spin at 0.3054 eV. For the HOMO energy, the calculation gives -8.22 eV. For the largest force on an atom, the calculation gives 0.823 eV Å⁻¹.